[1]
# H8O4

A cluster of 4 separate species, H8O4 in total at a distorted geometry (ωB97M-V with the def2-TZVPD basis set, OMol25).

The HOMO energy is -11.10 eV. The SMILES is O.O.O.O. For the max |F|, the calculation gives 3.97 eV Å⁻¹. As for the HOMO-LUMO gap: 11.591 eV. Its calculated total energy is -305.74926 Ha.

The geometry in ORCA input format:
```
! RIJCOSX wB97M-V def2-TZVPD def2/J DEFGRID3
* xyz 0 1
O 15.18 12.62 -3.85
H 15.27 13.45 -4.28
H 14.69 12.00 -4.43
O 16.92 10.50 -3.49
H 17.33 10.47 -2.65
H 16.66 11.43 -3.56
O 13.69 10.83 -5.48
H 13.86 9.89 -5.40
H 12.92 10.95 -4.91
O 14.13 12.16 -1.30
H 14.42 12.39 -2.13
H 14.79 11.59 -1.05
*
```

---

[2]
# C16H70O27

A cluster of 19 separate species, C16H70O27 in total at a distorted geometry (ωB97M-V with the def2-TZVPD basis set, OMol25).

The HOMO energy is -8.91 eV. For the max |F|, the calculation gives 4.41 eV Å⁻¹. As for the HOMO-LUMO gap: 8.015 eV. Its calculated total energy is -2682.77571 Ha.

The geometry in ORCA input format:
```
! RIJCOSX wB97M-V def2-TZVPD def2/J DEFGRID3
* xyz 0 1
O 2.35 0.75 -1.56
H 2.81 -0.04 -1.94
H 2.91 1.10 -0.84
O 0.60 -4.57 1.03
H -0.06 -3.95 0.79
H 0.66 -4.66 2.02
O -1.44 -3.58 -0.21
H -2.04 -2.90 -0.42
H -1.98 -4.31 0.09
O -2.55 1.90 2.76
H -1.85 1.30 2.85
H -3.28 1.30 2.94
O 1.72 -0.94 4.06
H 1.29 -1.67 4.52
H 0.98 -0.44 3.80
O 2.77 -3.04 1.94
H 2.50 -2.55 2.71
H 2.33 -2.57 1.22
O -3.48 -1.83 0.93
H -3.16 -2.08 1.78
H -2.68 -1.34 0.66
O -3.09 -1.76 -2.08
H -2.90 -2.59 -2.48
H -2.62 -1.11 -2.64
O -2.11 -2.03 3.22
H -2.51 -2.28 4.03
H -1.33 -2.56 3.30
O -3.05 2.93 -1.15
H -2.48 2.81 -0.37
H -2.48 3.19 -1.89
O -0.55 0.20 3.44
H -0.96 0.28 4.32
H -1.04 -0.55 3.13
C -5.64 2.30 0.28
C -6.37 2.46 -1.01
O -7.36 3.43 -1.01
O -4.68 1.31 0.26
H -6.45 1.95 0.93
H -5.42 3.27 0.67
H -6.62 1.56 -1.48
H -5.54 2.87 -1.53
H -7.76 3.37 -1.88
H -3.96 1.69 -0.15
C -1.75 1.47 -4.95
C -1.19 0.90 -3.68
O -0.78 2.07 -2.97
O -1.97 0.46 -5.90
H -1.06 2.23 -5.36
H -2.72 1.94 -4.81
H -0.43 0.09 -3.85
H -1.93 0.38 -3.15
H 0.19 2.29 -3.06
H -2.79 -0.03 -5.70
C 5.12 -0.25 3.28
C 4.80 -1.22 4.41
O 5.93 -1.34 5.25
O 3.93 -0.27 2.47
H 5.96 -0.45 2.64
H 5.39 0.74 3.65
H 4.59 -2.19 3.97
H 4.02 -0.85 4.99
H 6.49 -1.98 4.85
H 3.16 -0.02 2.96
C 0.07 5.27 0.53
C -0.08 3.99 -0.30
O -0.82 3.09 0.51
O 0.70 6.28 -0.24
H 0.64 5.10 1.42
H -0.89 5.68 0.79
H 0.91 3.49 -0.48
H -0.52 3.95 -1.24
H -0.22 3.02 1.33
H 0.25 6.47 -1.10
C 0.40 -3.07 -5.01
C -0.91 -3.13 -4.19
O -0.46 -2.46 -3.07
O 0.32 -4.11 -5.96
H 1.23 -3.43 -4.37
H 0.49 -2.08 -5.45
H -1.35 -4.11 -3.76
H -1.63 -2.70 -4.85
H -0.05 -3.09 -2.52
H 0.09 -3.71 -6.86
C 0.51 -0.79 0.70
C -0.51 -0.15 -0.20
O -1.78 0.12 0.37
O 1.52 -1.47 -0.09
H 0.15 -1.50 1.46
H 1.01 -0.03 1.16
H -0.62 -0.69 -1.11
H -0.17 0.85 -0.48
H -1.72 1.05 0.65
H 1.90 -0.89 -0.70
C 3.45 -3.30 -1.21
C 3.03 -2.53 -2.45
O 3.73 -1.32 -2.60
O 2.51 -4.38 -0.99
H 3.46 -2.74 -0.28
H 4.45 -3.77 -1.23
H 1.94 -2.39 -2.52
H 3.18 -2.98 -3.41
H 3.68 -1.08 -3.58
H 1.78 -4.18 -0.33
C 2.00 2.85 2.26
C 2.95 2.92 3.51
O 2.51 1.83 4.38
O 0.65 2.89 2.57
H 2.27 1.93 1.76
H 2.35 3.62 1.56
H 2.73 3.76 4.15
H 4.01 2.92 3.22
H 1.85 2.26 4.97
H 0.58 2.14 3.24
*
```